# C49H68BrN3O16S

A 8-piece molecular cluster, C49H68BrN3O16S overall (ωB97M-V/def2-TZVPD, the OMol25 dataset).

Properties
* total charge: 0
* SMILES: CCNc1cc2c(c(C)c1N)Nc1cc(C[C@H](C)Br)cc(CCC(=O)O)c1S2.O=C1CCCO1.O=C1CCCO1.O=C1CCCO1.O=C1CCCO1.O=C1CCCO1.O=C1CCCO1.O=C1CCCO1
* calculated total energy: -6247.56996 a.u.

Last column: Mulliken charge in e.
Cartesian coordinates (Å):
C: 5.656 -0.702 2.457  -0.804
C: 5.229 -1.056 0.883  -0.303
N: 3.750 -1.375 0.919  -0.039
C: 2.912 -0.379 0.150  0.022
C: 1.748 -1.003 -0.867  -0.625
C: 0.781 0.006 -1.728  0.162
C: 0.876 1.676 -1.679  -0.292
C: 2.033 2.280 -0.665  0.388
C: 2.197 3.917 -0.544  -1.119
C: 3.000 1.255 0.236  0.236
N: 3.990 1.933 1.165  -0.469
N: -0.066 2.541 -2.529  0.598
C: -1.526 2.164 -2.280  0.439
C: -2.673 3.296 -1.831  -0.653
C: -4.231 2.767 -1.531  0.311
C: -5.343 3.910 -1.032  -0.756
C: -5.517 3.701 0.618  0.161
C: -7.071 3.287 0.989  -0.843
Br: -4.888 5.369 1.600  -0.244
C: -4.685 1.188 -1.680  -0.689
C: -3.562 0.061 -2.123  0.358
C: -3.926 -1.551 -2.244  -0.742
C: -3.253 -2.469 -1.043  0.001
C: -2.546 -1.599 0.155  0.256
O: -1.196 -1.687 0.315  -0.341
O: -3.231 -0.665 1.075  -0.432
C: -2.031 0.574 -2.404  -0.262
S: -0.618 -0.630 -2.867  -0.032
H: 6.624 -0.027 2.512  0.314
H: 4.776 -0.099 2.991  0.180
H: 5.800 -1.679 3.112  0.229
H: 5.444 -0.088 0.246  0.218
H: 5.870 -1.960 0.447  0.283
H: 3.378 -1.465 1.890  -0.038
H: 1.575 -2.176 -0.977  0.253
H: 2.618 4.213 0.521  0.252
H: 3.027 4.217 -1.342  0.270
H: 1.190 4.504 -0.691  0.080
H: 3.394 2.590 1.754  0.336
H: 4.540 2.591 0.539  0.332
H: -0.007 3.547 -2.245  -0.297
H: -2.355 4.437 -1.703  0.081
H: -6.360 3.793 -1.605  0.374
H: -4.913 5.019 -1.141  0.210
H: -4.776 2.825 0.950  0.293
H: -7.088 2.156 1.363  0.213
H: -7.479 3.974 1.855  0.298
H: -7.761 3.368 0.024  0.261
H: -5.794 0.879 -1.429  0.172
H: -3.607 -1.922 -3.317  0.278
H: -5.106 -1.679 -2.119  0.269
H: -2.387 -3.138 -1.517  -0.030
H: -4.058 -3.171 -0.509  0.403
H: -2.809 -0.793 1.977  0.323
O: 1.041 5.184 -3.195  -0.521
C: 0.313 6.160 -3.117  0.503
O: -0.232 6.623 -1.955  -0.282
C: -1.112 7.707 -2.249  -0.384
C: -0.661 8.233 -3.586  -0.618
C: -0.150 6.993 -4.274  -0.177
H: -2.138 7.326 -2.277  0.220
H: -1.037 8.466 -1.465  0.329
H: -1.454 8.744 -4.138  0.349
H: 0.165 8.942 -3.447  0.268
H: -0.947 6.461 -4.801  0.044
H: 0.677 7.221 -4.951  0.372
O: -2.182 5.414 -7.624  -0.630
C: -1.493 4.432 -7.405  0.502
O: -0.677 3.842 -8.327  -0.371
C: -0.110 2.661 -7.764  -0.477
C: -0.194 2.852 -6.272  0.004
C: -1.449 3.671 -6.114  0.197
H: -0.690 1.797 -8.106  0.265
H: 0.924 2.550 -8.103  0.326
H: -0.213 1.910 -5.718  0.172
H: 0.670 3.432 -5.923  0.109
H: -2.340 3.041 -6.040  0.306
H: -1.381 4.349 -5.260  -0.412
O: 3.420 -3.177 3.201  -0.612
C: 2.332 -3.533 3.622  0.488
O: 1.927 -4.834 3.704  -0.309
C: 0.568 -4.875 4.136  0.298
C: 0.332 -3.561 4.833  -0.604
C: 1.235 -2.619 4.076  -0.205
H: -0.074 -5.001 3.257  0.143
H: 0.419 -5.726 4.807  -0.201
H: -0.718 -3.255 4.832  0.405
H: 0.664 -3.629 5.876  0.193
H: 0.737 -2.194 3.200  0.096
H: 1.623 -1.829 4.723  0.459
O: -0.682 -5.942 7.013  -0.586
C: 0.007 -6.924 7.232  0.531
O: 0.823 -7.513 6.310  -0.357
C: 1.390 -8.695 6.873  -0.480
C: 1.306 -8.504 8.365  -0.494
C: 0.051 -7.684 8.523  -0.432
H: 0.810 -9.558 6.531  0.276
H: 2.424 -8.805 6.534  0.322
H: 1.287 -9.446 8.919  0.323
H: 2.170 -7.924 8.714  0.271
H: -0.840 -8.314 8.597  0.262
H: 0.119 -7.007 9.377  0.289
O: -1.191 3.690 7.106  -0.604
C: -1.340 4.107 5.969  0.454
O: -2.199 3.565 5.057  -0.333
C: -2.035 4.230 3.806  0.230
C: -1.422 5.564 4.143  -0.512
C: -0.585 5.247 5.355  -0.333
H: -1.384 3.622 3.170  0.230
H: -3.007 4.340 3.316  -0.232
H: -0.850 5.996 3.317  0.315
H: -2.210 6.276 4.417  0.272
H: 0.417 4.904 5.080  0.238
H: -0.530 6.097 6.039  0.279
O: 1.718 -0.044 -6.205  -0.522
C: 2.407 -1.026 -5.986  0.274
O: 3.223 -1.615 -6.908  -0.396
C: 3.790 -2.797 -6.344  -0.455
C: 3.706 -2.606 -4.853  -0.586
C: 2.451 -1.786 -4.695  0.428
H: 3.210 -3.660 -6.686  0.238
H: 4.824 -2.908 -6.684  0.348
H: 3.687 -3.548 -4.298  0.331
H: 4.570 -2.026 -4.504  0.282
H: 1.560 -2.416 -4.621  0.173
H: 2.519 -1.109 -3.840  -0.115
O: 0.087 -4.827 -1.697  -0.542
C: 0.436 -5.619 -0.837  0.323
O: -0.057 -6.886 -0.711  -0.380
C: 0.491 -7.488 0.461  -0.448
C: 1.757 -6.723 0.746  -0.516
C: 1.424 -5.337 0.255  0.342
H: -0.239 -7.400 1.272  0.239
H: 0.687 -8.547 0.274  0.318
H: 2.052 -6.756 1.798  0.256
H: 2.581 -7.136 0.150  0.324
H: 0.939 -4.737 1.029  -0.297
H: 2.307 -4.827 -0.135  0.362